C4H4LiO5 as an isolated structure at a distorted geometry, computed with wB97M-V/def2-TZVPD.

Properties
HOMO = -4.62 eV
orbital gap = 7.05 eV
ΔE to the lowest compared entry with this formula, charge and spin = 0.0000 eV
total charge = -1
LUMO level = 0.0892 hartree

Structure (XYZ):
```
14
Properties=species:S:1:pos:R:3:forces:R:3:nbo_charge:R:1
O -0.6417 -0.1783 1.5969 1.19 -0.05 1.25 -1.000
C -1.2970 0.6955 -0.7831 -0.64 -0.24 -2.70 0.696
O -2.3339 1.1124 -1.2942 0.70 -0.19 1.13 -0.626
C -0.0383 1.5864 -0.9021 0.11 0.21 -0.24 0.687
O 0.2976 2.2127 0.1432 0.41 0.45 1.06 -0.900
O 0.4898 1.6634 -2.0160 -0.35 -0.35 0.56 -0.687
O -1.1584 -0.6117 -0.5645 0.18 -0.44 0.25 -0.578
C -0.3078 -1.0424 0.6557 -1.65 0.96 -0.62 0.410
H -0.7512 -2.0471 0.8031 0.21 0.04 -0.06 0.104
C 1.1369 -1.1810 0.2161 0.62 0.01 -0.03 -0.673
H 1.2091 -1.5883 -0.8011 -0.11 -0.10 0.32 0.219
H 1.6975 -0.2380 0.2040 -0.33 0.01 0.08 0.213
H 1.6386 -1.8535 0.9261 -0.02 0.06 -0.19 0.191
Li 0.0588 1.4697 1.8160 -0.31 -0.37 -0.82 0.944
```
Positions in Å, forces in eV/Å.